1.
# C20H17CoF10N3O

C20H17CoF10N3O as an isolated structure at a distorted geometry (wB97M-V/def2-TZVPD, OMol25).

XYZ file:
```
52
Properties=species:S:1:pos:R:3:mulliken_spin:R:1
Co 0.23 -0.47 -0.10 1.1409
C -0.34 2.27 -1.35 0.0005
N -0.01 1.72 -0.05 -0.0139
C -1.08 1.83 0.92 0.0020
C -2.34 1.07 0.51 -0.0083
N -1.98 -0.15 -0.19 0.0043
C -2.97 -0.98 -0.52 -0.0014
C -2.81 -1.80 -1.67 0.0055
F -1.73 -1.61 -2.44 -0.0001
C -3.74 -2.71 -2.12 0.0000
F -3.50 -3.42 -3.24 0.0000
C -4.96 -2.88 -1.47 0.0011
F -5.86 -3.79 -1.90 0.0000
C -5.20 -2.07 -0.38 -0.0009
F -6.36 -2.20 0.30 0.0000
C -4.25 -1.16 0.07 -0.0006
F -4.62 -0.48 1.19 0.0002
C 1.29 2.16 0.46 0.0086
C 2.40 1.36 -0.19 -0.0119
N 1.98 0.00 -0.10 0.0137
C 2.91 -1.04 0.01 -0.0200
C 2.31 -2.23 0.59 0.0188
F 2.14 -1.91 2.25 0.0016
C 3.14 -3.38 0.48 -0.0023
F 2.63 -4.61 0.85 -0.0003
C 4.48 -3.34 0.16 0.0057
F 5.23 -4.47 0.25 0.0000
C 5.06 -2.16 -0.27 -0.0047
F 6.39 -2.09 -0.60 -0.0002
C 4.23 -1.04 -0.38 0.0069
F 4.79 0.07 -0.99 0.0014
H -0.56 3.35 -1.30 -0.0005
H -1.19 1.74 -1.76 0.0011
H 0.51 2.12 -2.03 -0.0019
H -1.36 2.89 1.11 0.0022
H -0.70 1.42 1.85 0.0033
H -2.96 1.71 -0.14 -0.0008
H -2.91 0.92 1.43 0.0014
H 1.30 1.93 1.53 -0.0002
H 1.41 3.25 0.33 -0.0030
H 3.34 1.55 0.34 -0.0014
H 2.58 1.73 -1.22 0.0027
C -0.66 -3.75 1.47 -0.0044
O -0.15 -2.49 1.15 0.0021
C 0.82 -2.26 0.12 -0.1340
C 0.66 -3.20 -1.06 -0.0116
H -1.03 -4.30 0.60 -0.0005
H -1.49 -3.58 2.15 0.0014
H 0.09 -4.37 1.98 -0.0005
H 0.90 -4.24 -0.81 -0.0022
H 1.35 -2.90 -1.85 -0.0021
H -0.35 -3.16 -1.47 0.0021
```

Results
2S+1 ... 2
<S²> ... 0.79
M ... 564.3 g/mol
Charge ... -2
Frontier orbital gap (alpha / beta) ... 4.328 / 4.471 eV



2.
# C20H17F3N4O5S

One molecule with the formula C20H17F3N4O5S (wB97M-V/def2-TZVPD, OMol25).

XYZ file:
```
50
Properties=species:S:1:pos:R:3:lowdin_charge:R:1
O -4.22 -1.24 -1.42 0.0800
C -3.10 -1.06 -1.85 -0.4593
N -2.08 -1.92 -1.69 0.0900
H -1.15 -1.60 -1.92 0.1231
C -2.21 -3.10 -0.87 -0.1219
H -3.24 -3.46 -0.95 0.1282
H -1.53 -3.87 -1.24 0.1277
C -1.90 -2.81 0.61 -0.0826
N -2.82 -1.81 1.11 -0.0128
C -4.11 -2.20 1.48 -0.7457
O -4.49 -3.33 1.54 0.0689
S -5.05 -0.77 1.90 1.0334
C -3.70 0.36 1.46 -0.3312
C -2.51 -0.49 1.09 -0.4753
O -1.42 -0.05 0.80 0.1062
H -3.46 1.02 2.30 0.0957
H -4.00 0.97 0.60 0.0914
H -0.89 -2.40 0.72 0.1313
H -2.01 -3.72 1.20 0.1329
C -2.74 0.19 -2.67 -0.0404
H -2.05 -0.07 -3.47 0.1370
H -3.65 0.63 -3.06 0.1416
O -2.16 1.19 -1.83 0.0127
C -0.87 1.07 -1.52 -0.4359
O -0.19 0.13 -1.92 0.0686
C -0.38 2.16 -0.68 -0.0609
C -1.19 3.27 -0.44 0.0026
C -0.74 4.29 0.39 -0.0585
C 0.53 4.15 0.95 -0.1214
N 1.31 3.11 0.74 0.1194
C 0.89 2.12 -0.05 -0.2219
N 1.70 1.05 -0.25 0.1420
C 2.93 0.73 0.28 -0.1980
C 3.48 -0.50 -0.09 0.0502
C 4.71 -0.90 0.40 -0.1265
C 5.43 -0.08 1.26 -0.0253
C 4.89 1.14 1.62 -0.0613
C 3.65 1.55 1.15 -0.0076
H 3.24 2.50 1.43 0.0856
H 5.43 1.79 2.29 0.1065
H 6.39 -0.39 1.64 0.1155
C 5.27 -2.22 -0.04 -0.5860
F 6.22 -2.69 0.77 0.1379
F 5.82 -2.15 -1.27 0.1366
F 4.32 -3.18 -0.11 0.1315
H 2.93 -1.15 -0.76 0.1294
H 1.29 0.35 -0.87 0.1133
H 0.94 4.91 1.59 0.1115
H -1.34 5.16 0.58 0.0990
H -2.16 3.33 -0.90 0.1226
```

Results
Structure (SMILES) ... O=C(COC(=O)c1cccnc1Nc1cccc(C(F)(F)F)c1)NCCN1C(=O)CSC1=O
M ... 482.4 g/mol
Frontier orbital gap ... 8.069 eV



3.
# C20H17N5O4Pd

C20H17N5O4Pd as an isolated structure (wB97M-V/def2-TZVPD, OMol25).

XYZ file:
```
47
Properties=species:S:1:pos:R:3:lowdin_charge:R:1
Pd -0.68 0.00 0.17 1.0778
O 3.42 0.69 -1.38 0.1709
C 2.50 0.10 -0.90 -0.4271
N 1.96 0.24 0.38 0.1861
C 2.31 -0.46 1.38 -0.1810
C 3.59 -1.12 1.57 0.0287
C 3.92 -1.51 2.81 -0.0073
C 3.00 -1.33 3.93 0.0146
C 1.74 -0.88 3.79 0.0195
C 1.28 -0.59 2.46 -0.1279
N 0.05 -0.52 2.05 0.0670
C -1.03 -0.57 2.99 -0.3619
O -1.06 -1.27 3.96 0.1818
C -2.12 0.38 2.61 -0.1735
C -3.10 0.74 3.51 0.0495
C -4.05 1.67 3.10 0.0090
C -3.98 2.19 1.82 0.0021
C -2.97 1.77 0.97 -0.0684
N -2.05 0.89 1.37 -0.0195
C 1.68 -0.94 -1.61 -0.1813
C 2.25 -1.64 -2.66 0.0371
C 1.53 -2.68 -3.25 -0.0028
C 0.27 -2.97 -2.77 -0.0127
C -0.25 -2.20 -1.73 -0.0895
N 0.44 -1.21 -1.15 -0.0034
H 4.29 -1.16 0.75 0.1325
H 4.90 -1.93 3.01 0.1285
H 3.36 -1.61 4.92 0.1319
H 1.07 -0.83 4.64 0.1215
H -3.11 0.29 4.49 0.1408
H -4.84 1.98 3.78 0.1328
H -4.70 2.91 1.47 0.1270
H -2.89 2.12 -0.04 0.1122
H 3.24 -1.37 -2.98 0.1375
H 1.96 -3.25 -4.06 0.1293
H -0.33 -3.77 -3.18 0.1250
H -1.25 -2.38 -1.35 0.1214
N -0.67 2.65 -4.35 0.1975
C -1.67 1.88 -3.55 -0.0201
C -0.91 1.35 -2.32 -0.6120
O -1.62 0.69 -1.50 -0.1290
O 0.29 1.61 -2.26 0.0461
H -0.54 2.29 -5.29 0.1758
H 0.21 2.54 -3.79 0.1494
H -0.90 3.65 -4.43 0.1768
H -2.07 1.06 -4.14 0.1451
H -2.49 2.52 -3.25 0.1419
```

Results
M ... 497.8 g/mol
Charge ... +2
Frontier orbital gap ... 7.452 eV



4.
# C20H17N5S6SbSe4Tc

C20H17N5S6SbSe4Tc as an isolated structure (wB97M-V/def2-TZVPD, OMol25).

XYZ file:
```
54
Properties=species:S:1:pos:R:3:lowdin_charge:R:1
Tc -0.36 -0.10 2.69 0.4903
S -1.63 -6.12 -1.36 0.6836
C -1.31 -4.79 -0.52 -1.4578
S -0.34 -3.46 -1.13 0.8923
C -0.51 -2.44 0.28 -1.0478
C -1.22 -2.92 1.32 -1.0755
S -1.57 -2.01 2.78 0.5439
S -1.86 -4.51 1.13 0.9719
S 0.12 -0.82 0.32 0.5827
N 1.90 1.95 1.51 0.1412
C 2.46 0.92 2.26 -0.3092
C 3.85 0.89 2.37 0.0070
C 4.45 -0.15 3.05 -0.0255
C 3.65 -1.13 3.64 -0.0509
C 2.29 -1.02 3.51 -0.1595
N 1.70 -0.03 2.81 -0.1059
C 0.64 2.54 1.51 -0.2905
C 0.54 3.84 1.01 0.0159
C -0.68 4.46 0.98 -0.0188
C -1.80 3.78 1.45 -0.0307
C -1.63 2.51 1.93 -0.1622
N -0.43 1.87 1.95 -0.1173
H 2.60 2.56 1.13 0.1435
H 4.44 1.68 1.93 0.1284
H 5.52 -0.18 3.15 0.1304
H 4.08 -1.95 4.20 0.1269
H 1.62 -1.73 3.97 0.0919
H 1.44 4.35 0.67 0.1275
H -0.76 5.47 0.60 0.1283
H -2.78 4.23 1.46 0.1239
H -2.46 1.93 2.31 0.1051
Se -0.49 0.10 8.25 -0.0406
Sb 1.63 1.55 8.20 0.4897
Se -0.95 0.72 4.76 0.1727
Se -0.49 -1.02 6.23 -0.0178
Se 2.44 1.38 6.03 -0.0864
N 0.26 -0.48 -2.83 0.1755
C -0.97 -0.23 -2.43 -0.6953
S -1.33 0.24 -0.77 0.7544
N -1.99 -0.27 -3.26 0.0912
C -1.85 -0.58 -4.66 -0.2555
C -1.87 0.45 -5.59 -0.0096
C -1.73 0.14 -6.93 -0.0462
C -1.57 -1.19 -7.33 -0.0454
C -1.55 -2.21 -6.39 -0.0449
C -1.69 -1.91 -5.04 -0.0211
H 1.03 -0.42 -2.19 0.0967
H 0.43 -0.79 -3.78 0.1394
H -2.92 -0.15 -2.87 0.1600
H -2.00 1.47 -5.27 0.1233
H -1.76 0.92 -7.67 0.1193
H -1.47 -1.42 -8.38 0.1200
H -1.43 -3.23 -6.70 0.1198
H -1.70 -2.69 -4.29 0.1177
```

Results
M ... 1055.4 g/mol
Charge ... +2
Frontier orbital gap (alpha / beta) ... 6.157 / 5.955 eV



The highest M belongs to which entry? C20H17N5S6SbSe4Tc